1.
Computed, not measured: a structure of composition C36H53BaN7O2PS2, with ωB97M-V/def2-TZVPD.

Structure (XYZ):
```
102
Properties=species:S:1:pos:R:3:forces:R:3
Ba 1.3952 0.3077 -1.0719 0.48 -0.26 0.02
N 2.3023 4.4310 2.2808 -0.01 0.04 -0.04
C 2.2330 3.5440 1.1936 0.06 -0.05 0.06
S 1.2502 2.1273 1.4737 -0.07 -0.02 -0.01
N 2.9205 3.8728 0.1653 0.01 0.03 0.01
N 3.0503 2.9877 -0.8885 -0.05 0.02 0.06
C 2.2323 3.1146 -1.8606 -0.11 0.07 -0.05
C 1.0009 3.9301 -1.9455 -0.08 -0.01 -0.03
C 0.9793 5.3103 -1.8065 0.00 -0.06 -0.01
C -0.2063 6.0210 -1.9327 0.00 0.04 0.00
C -1.3829 5.3236 -2.1962 0.00 0.01 0.01
C -1.3867 3.9468 -2.3169 0.09 -0.04 -0.02
C -0.1975 3.1947 -2.1734 -0.01 0.12 0.00
O -0.1859 1.8921 -2.2150 -0.10 0.05 0.01
H 1.4528 4.4276 2.8230 0.00 0.00 -0.01
H 2.5848 5.3564 1.9874 0.00 0.00 0.01
H 2.4311 2.4568 -2.7131 -0.03 -0.03 0.04
H 1.9083 5.8251 -1.5917 0.00 0.00 0.00
H -0.2150 7.0987 -1.8279 0.00 0.00 0.00
H -2.3163 5.8672 -2.3024 0.00 0.00 0.00
H -2.3062 3.4088 -2.5221 0.00 -0.01 0.01
C 4.1185 0.3961 -6.6694 -0.01 0.00 -0.04
C 3.9687 -1.0843 -6.3359 -0.02 0.03 0.00
N 4.4638 -1.4287 -5.0186 0.09 -0.03 -0.04
C 3.8292 -1.0401 -3.8547 -0.05 -0.07 0.15
S 2.1230 -0.7856 -3.9046 -0.07 -0.06 -0.05
N 4.6569 -0.9141 -2.8485 0.02 0.13 0.07
N 4.1022 -0.7384 -1.6056 0.02 0.02 -0.07
C 4.8624 -0.1663 -0.7398 0.04 -0.01 -0.03
C 6.1928 0.4518 -1.0425 -0.03 -0.01 0.03
C 4.3720 -0.1202 0.6619 -0.01 -0.04 0.04
C 3.4930 -1.0906 1.1483 0.03 -0.01 -0.04
C 3.0807 -1.0220 2.4678 -0.02 0.08 -0.01
C 3.5419 0.0172 3.2563 0.01 -0.05 0.01
C 4.4254 0.9262 2.6902 0.00 0.00 -0.01
N 4.8541 0.8571 1.4374 -0.01 -0.02 0.01
H 3.7399 0.6090 -7.6721 0.00 0.01 0.00
H 5.1662 0.7032 -6.6269 0.01 -0.01 0.00
H 3.5542 0.9952 -5.9540 0.00 -0.01 -0.01
H 4.5131 -1.6968 -7.0591 0.01 0.00 -0.01
H 2.9198 -1.3718 -6.3836 0.01 0.00 -0.01
H 5.4671 -1.3815 -4.9059 -0.01 -0.01 -0.01
H 6.0403 1.4942 -1.3329 -0.02 0.01 -0.01
H 6.6593 -0.0717 -1.8721 0.01 -0.02 -0.02
H 6.8283 0.4512 -0.1597 0.00 0.00 0.00
H 3.1720 -1.8947 0.4986 0.00 0.00 0.00
H 2.3907 -1.7589 2.8587 0.01 -0.02 0.01
H 3.2260 0.1347 4.2854 0.00 0.00 -0.03
H 4.8047 1.7564 3.2771 -0.01 0.00 -0.01
O 0.0455 -1.2929 0.6053 -0.18 -0.04 0.03
P -1.3939 -1.0408 0.9968 0.07 0.06 -0.04
C -2.1080 -0.0255 -0.3527 0.08 0.00 0.00
C -3.2833 0.9448 -0.1602 0.01 -0.03 0.03
C -4.6563 0.3859 -0.5178 0.01 -0.01 -0.05
C -4.6437 -0.2670 -1.8994 0.00 0.01 0.03
C -3.5571 -1.3352 -1.9971 -0.02 0.00 -0.02
C -2.1784 -0.7467 -1.7105 -0.01 -0.01 0.11
C -2.1476 -2.6755 1.3432 -0.01 0.00 -0.01
C -1.6798 -3.7118 0.3123 0.01 -0.01 -0.05
C -1.9163 -5.1311 0.8466 0.00 0.00 0.00
C -3.2072 -5.2256 1.6791 0.01 0.00 -0.01
C -4.2054 -4.1684 1.2222 0.00 0.00 0.00
C -3.6743 -2.7629 1.5382 0.01 -0.02 0.03
C -1.4762 -0.0202 2.4944 0.01 0.02 -0.04
C -0.3729 -0.4428 3.4830 0.02 0.00 -0.02
C -0.6208 0.2335 4.8258 0.00 0.00 0.00
C -1.9166 -0.2807 5.4793 0.00 0.00 0.00
C -2.9128 -0.7945 4.4316 0.00 0.01 0.04
C -2.8644 0.0632 3.1708 0.01 -0.02 0.00
H -1.2412 0.6482 -0.4082 -0.08 0.13 -0.04
H -3.0729 1.7836 -0.8315 0.01 0.00 0.00
H -3.2803 1.3651 0.8463 0.00 0.01 0.02
H -5.3872 1.1984 -0.4929 0.00 0.00 0.00
H -4.9881 -0.3400 0.2291 0.00 -0.06 0.04
H -4.4503 0.5022 -2.6545 0.00 0.00 0.00
H -5.6230 -0.6967 -2.1257 0.00 0.00 0.00
H -3.5544 -1.7811 -2.9946 -0.01 0.00 0.01
H -3.7854 -2.1453 -1.2949 0.01 0.01 0.01
H -1.9355 -0.0046 -2.4775 0.01 0.02 0.01
H -1.4098 -1.5238 -1.7758 0.00 0.01 0.00
H -1.6566 -2.9397 2.2914 0.00 0.02 -0.01
H -0.6270 -3.5589 0.0812 0.00 -0.01 -0.01
H -2.2312 -3.5660 -0.6210 0.02 0.00 0.03
H -1.0615 -5.4400 1.4531 0.00 0.00 0.00
H -1.9652 -5.8241 0.0035 0.00 0.00 0.00
H -2.9853 -5.0602 2.7386 0.00 0.00 0.00
H -3.6350 -6.2271 1.6080 0.00 0.00 0.00
H -5.1758 -4.3084 1.7028 0.00 0.00 0.00
H -4.3742 -4.2733 0.1460 0.00 0.00 0.00
H -3.9248 -2.5115 2.5699 -0.02 0.00 -0.01
H -4.1858 -2.0389 0.9087 -0.04 0.07 -0.05
H -1.1906 0.9752 2.1309 -0.01 0.00 -0.02
H 0.5928 -0.1474 3.0736 -0.06 0.00 0.00
H -0.3515 -1.5320 3.6123 0.01 0.00 0.00
H -0.6775 1.3112 4.6492 -0.01 0.00 0.01
H 0.2286 0.0790 5.4939 0.00 0.00 0.00
H -2.3794 0.5200 6.0618 0.00 0.00 0.00
H -1.6909 -1.0852 6.1841 0.01 0.00 0.00
H -3.9249 -0.8091 4.8435 0.01 -0.01 0.00
H -2.6712 -1.8304 4.1734 0.01 0.02 0.01
H -3.0612 1.1042 3.4436 -0.01 -0.01 0.01
H -3.6652 -0.2202 2.4854 -0.01 0.00 -0.02
```
Forces are in eV/Å.

Results
HOMO-LUMO gap = 6.48 eV
net charge = -1
HOMO level = -0.161 Eh
calculated total energy = -84377.8063 eV
lowest unoccupied orbital energy = 2.1 eV

=====

2.
Computed, not measured: a structure of composition Br2NO3Pb, with ωB97M-V/def2-TZVPD.

Structure (XYZ):
```
7
Properties=species:S:1:pos:R:3:forces:R:3
Pb -3.6613 6.8506 -13.8559 1.14 -0.72 1.43
Br -1.2136 7.5118 -12.4481 -1.04 0.14 -0.55
Br -2.6283 4.2937 -13.0712 -0.35 -0.12 -0.34
N -4.3065 9.9100 -14.8988 -1.38 -3.27 -9.11
O -4.1572 10.5646 -15.9988 2.23 1.69 2.50
O -5.4798 9.6794 -14.7002 -1.81 0.15 4.37
O -3.4662 8.8974 -14.7866 1.22 2.13 1.69
```
Forces are in eV/Å.

Results
HOMO-LUMO gap = 7.04 eV
net charge = -1
HOMO level = -0.197 Eh
calculated total energy = -152964.4311 eV
lowest unoccupied orbital energy = 1.7 eV

=====

3.
Computed, not measured: a cluster of 12 separate species, C69H64N12O2 in total, with ωB97M-V/def2-TZVPD.

Structure (XYZ):
```
147
Properties=species:S:1:pos:R:3:forces:R:3
O -2.0070 1.0073 1.7056 0.38 -0.39 -0.79
C -1.0612 0.3005 1.4775 0.28 -0.63 1.64
N -0.5810 -0.0916 0.1665 0.04 -0.40 0.57
C 0.6095 -0.8736 0.2586 0.36 -0.52 2.43
O 1.3716 -1.2636 -0.5908 -1.22 0.38 0.45
C 0.8189 -1.1236 1.7754 -0.31 0.22 3.08
C 1.7897 -1.9263 2.5067 -1.32 1.15 0.73
C 1.7385 -1.9165 3.9816 -0.79 0.32 0.00
C 2.7743 -2.7200 4.8257 1.27 -0.02 0.11
C 2.5575 -4.0822 5.2902 2.95 0.99 1.16
C 3.6751 -4.7146 6.0846 0.22 1.71 -0.28
C 4.9094 -3.9805 6.3924 -1.35 1.25 -1.25
C 5.1065 -2.6063 5.9087 -2.53 -0.90 -0.89
C 4.0399 -2.0004 5.1136 -0.02 -1.77 0.84
C 0.7461 -1.1345 4.7542 0.15 -0.11 -2.87
C -0.2513 -0.3614 4.0096 1.33 -0.80 -0.97
C -0.1847 -0.3824 2.5607 1.60 -0.96 -1.11
H -1.3248 -0.4194 -0.4505 0.46 0.53 -0.21
H 2.5473 -2.5312 1.9552 -0.65 0.58 0.68
H 1.6089 -4.6280 5.0827 0.98 0.51 0.19
H 3.6088 -5.7596 6.5142 -0.31 1.36 -0.88
H 5.7430 -4.4276 6.9877 -1.07 0.17 -0.59
H 6.0105 -1.9829 6.1087 -0.79 -0.90 -0.09
H 4.1943 -0.9603 4.7226 -0.36 -1.17 0.39
H 0.7907 -1.1613 5.8710 -0.23 0.03 -1.32
H -1.0358 0.2471 4.5134 0.77 -0.63 -0.41
N -1.7057 -1.9087 6.7190 -0.41 0.03 0.25
C -1.6425 -1.9961 8.0535 0.32 -0.01 -0.32
C -2.7548 -1.9721 8.8799 -0.11 0.01 -0.09
C -4.0047 -1.8472 8.2939 -0.06 -0.01 0.08
C -4.0953 -1.7538 6.9135 -0.01 0.01 0.06
C -2.9222 -1.7905 6.1772 0.35 0.08 0.02
H -0.6435 -2.0897 8.4656 -0.09 -0.03 0.15
H -2.6448 -2.0491 9.9536 0.05 0.00 -0.04
H -4.8990 -1.8237 8.9058 0.03 0.00 -0.03
H -5.0537 -1.6556 6.4202 0.04 -0.02 -0.02
H -2.9401 -1.7243 5.0936 -0.07 0.08 0.01
N 4.2832 -6.6731 3.3281 0.08 -0.41 -0.02
C 4.3586 -7.8647 2.7295 -0.03 0.18 0.17
C 4.1835 -8.0486 1.3669 -0.03 0.09 -0.02
C 3.9109 -6.9338 0.5866 -0.02 0.04 -0.07
C 3.8306 -5.6895 1.1946 0.01 -0.14 -0.07
C 4.0295 -5.6180 2.5657 0.03 0.18 0.10
H 4.5664 -8.7034 3.3862 -0.01 -0.03 -0.06
H 4.2557 -9.0357 0.9288 0.00 0.02 0.03
H 3.7649 -7.0335 -0.4828 0.01 0.00 0.04
H 3.6226 -4.7967 0.6187 0.01 -0.01 0.02
H 3.9881 -4.6744 3.1003 -0.03 0.06 -0.13
N 2.3529 -1.6399 -5.7375 -0.16 0.22 0.25
C 2.3458 -1.8724 -4.4196 0.01 0.06 -0.45
C 1.7561 -1.0304 -3.4881 0.12 -0.12 0.06
C 1.1408 0.1224 -3.9486 -0.05 0.05 0.01
C 1.1362 0.3868 -5.3097 -0.01 -0.04 0.07
C 1.7511 -0.5221 -6.1562 0.17 -0.29 -0.05
H 2.8429 -2.7855 -4.1091 -0.02 0.03 0.06
H 1.7775 -1.2693 -2.4289 0.03 0.10 -0.59
H 0.6691 0.8083 -3.2535 0.03 -0.02 0.00
H 0.6656 1.2779 -5.7051 0.03 -0.02 -0.01
H 1.7703 -0.3604 -7.2293 -0.03 0.06 0.02
N -4.9562 -4.9084 3.8031 0.31 -0.15 -0.23
C -3.7240 -4.4617 4.0721 -0.35 -0.05 0.06
C -2.5987 -4.8144 3.3433 0.00 -0.03 -0.03
C -2.7552 -5.6835 2.2755 0.11 -0.04 -0.09
C -4.0211 -6.1620 1.9780 0.03 0.06 -0.01
C -5.0818 -5.7448 2.7669 -0.11 0.22 0.24
H -3.6505 -3.7880 4.9178 0.05 -0.12 -0.05
H -1.6253 -4.4188 3.6060 -0.04 0.02 0.03
H -1.9001 -5.9849 1.6818 -0.03 0.00 0.03
H -4.1818 -6.8432 1.1525 -0.02 0.00 0.04
H -6.0920 -6.0899 2.5707 0.04 -0.04 -0.06
N -3.4212 -9.8856 3.2428 -0.38 -0.17 -0.04
C -4.5209 -9.2232 3.6193 0.38 -0.03 0.01
C -5.8044 -9.7356 3.5125 0.00 -0.06 -0.05
C -5.9609 -11.0060 2.9817 -0.11 -0.05 -0.02
C -4.8368 -11.7117 2.5825 -0.04 0.05 0.03
C -3.5975 -11.1103 2.7352 0.20 0.27 0.10
H -4.3475 -8.2326 4.0253 -0.08 -0.02 0.02
H -6.6585 -9.1547 3.8361 0.05 0.01 0.00
H -6.9481 -11.4417 2.8803 0.04 0.02 0.00
H -4.9197 -12.7059 2.1631 0.03 0.03 0.01
H -2.6883 -11.6242 2.4406 -0.05 -0.04 -0.02
N -0.0735 6.2317 -7.5162 -0.18 -0.51 0.43
C 0.3213 4.9881 -7.8117 0.03 0.37 -0.07
C -0.1375 3.8563 -7.1568 -0.04 0.03 0.06
C -1.0560 4.0184 -6.1327 -0.03 -0.12 0.06
C -1.4797 5.2962 -5.8054 0.01 -0.03 -0.02
C -0.9626 6.3616 -6.5244 0.24 0.08 -0.26
H 1.0435 4.9116 -8.6178 -0.02 -0.07 0.01
H 0.2158 2.8737 -7.4414 0.01 0.05 -0.04
H -1.4380 3.1580 -5.5952 0.01 0.03 -0.02
H -2.1956 5.4622 -5.0111 0.02 0.02 -0.03
H -1.2671 7.3799 -6.3066 -0.01 -0.05 0.10
N -0.3789 8.6910 -11.0553 -0.41 0.24 0.14
C -1.1929 9.5764 -11.6401 0.12 -0.43 0.18
C -2.3153 10.1135 -11.0311 -0.03 -0.02 -0.01
C -2.6174 9.7081 -9.7407 -0.09 0.00 0.09
C -1.7910 8.7900 -9.1124 -0.06 0.12 -0.12
C -0.6889 8.3150 -9.8077 0.44 -0.06 -0.42
H -0.9188 9.8579 -12.6478 -0.19 -0.17 -0.03
H -2.9370 10.8300 -11.5530 0.03 -0.01 0.01
H -3.4880 10.1041 -9.2300 0.02 0.00 -0.03
H -1.9957 8.4505 -8.1066 0.03 -0.02 -0.05
H -0.0111 7.5982 -9.3569 -0.18 0.13 0.06
N 2.5209 -7.8817 6.6695 -0.22 -0.47 0.04
C 1.2374 -8.0369 6.3258 0.33 0.22 0.05
C 0.5894 -9.2613 6.2922 0.01 -0.04 0.00
C 1.3121 -10.3939 6.6301 -0.04 -0.10 0.00
C 2.6444 -10.2603 6.9879 -0.06 0.01 -0.03
C 3.1969 -8.9894 6.9928 -0.01 0.36 -0.05
H 0.7144 -7.1223 6.0661 -0.06 -0.05 0.00
H -0.4530 -9.3260 6.0082 0.03 0.03 -0.02
H 0.8424 -11.3705 6.6151 0.01 0.04 0.00
H 3.2409 -11.1221 7.2573 0.01 0.04 0.00
H 4.2348 -8.8338 7.2689 0.00 -0.07 0.00
N -1.3328 15.4417 -9.3784 -0.24 -0.33 0.32
C -0.9358 14.1957 -9.6726 0.00 0.63 -0.03
C -1.4010 13.0649 -9.0201 -0.04 -0.02 0.09
C -2.3269 13.2291 -8.0025 -0.04 -0.08 0.03
C -2.7522 14.5085 -7.6782 0.01 -0.06 -0.02
C -2.2285 15.5738 -8.3936 0.22 0.12 -0.27
H -0.2107 14.1163 -10.4705 -0.09 -0.15 0.05
H -1.0463 12.0821 -9.3021 0.05 0.06 -0.04
H -2.7139 12.3691 -7.4671 0.02 0.02 -0.01
H -3.4739 14.6756 -6.8888 0.02 0.03 -0.03
H -2.5332 16.5931 -8.1787 -0.04 -0.04 0.06
N 0.7394 -2.1880 10.6196 0.22 0.21 0.35
C 2.0239 -1.8403 10.4801 -0.30 -0.15 -0.18
C 2.7912 -1.2976 11.4986 -0.05 0.00 0.06
C 2.1951 -1.0988 12.7334 0.07 0.05 0.09
C 0.8651 -1.4491 12.9028 0.05 0.00 -0.02
C 0.1870 -1.9879 11.8214 0.01 -0.10 -0.35
H 2.4455 -2.0120 9.4950 0.06 0.01 0.03
H 3.8277 -1.0374 11.3290 -0.04 -0.02 -0.03
H 2.7609 -0.6757 13.5552 -0.02 -0.02 -0.03
H 0.3656 -1.3080 13.8524 -0.01 -0.02 -0.04
H -0.8545 -2.2807 11.9065 0.02 0.02 0.08
N 1.0399 12.6536 -11.5535 0.52 -0.30 -0.42
C 2.2763 13.0897 -11.2890 -0.35 -0.04 0.09
C 3.3957 12.7253 -12.0196 -0.02 -0.04 -0.04
C 3.2280 11.8553 -13.0849 0.09 -0.04 -0.06
C 1.9572 11.3879 -13.3783 0.05 0.04 0.03
C 0.9032 11.8163 -12.5878 0.08 0.38 0.23
H 2.3574 13.7661 -10.4438 0.06 0.01 -0.02
H 4.3727 13.1121 -11.7610 -0.04 0.00 0.02
H 4.0787 11.5450 -13.6803 -0.03 0.01 0.02
H 1.7876 10.7069 -14.2022 -0.02 0.01 0.04
H -0.1052 11.4837 -12.7797 0.08 0.17 -0.10
```
Forces are in eV/Å.

Results
HOMO-LUMO gap = 8.37 eV
net charge = 0
HOMO level = -0.325 Eh
calculated total energy = -94563.4829 eV
SMILES string = O=C1NC(=O)c2cc(-c3ccccc3)ccc21.c1ccncc1.c1ccncc1.c1ccncc1.c1ccncc1.c1ccncc1.c1ccncc1.c1ccncc1.c1ccncc1.c1ccncc1.c1ccncc1.c1ccncc1
lowest unoccupied orbital energy = -0.5 eV

=====

4.
Computed, not measured: a structure of composition C5H12O4, with ωB97M-V/def2-TZVPD.

Structure (XYZ):
```
21
Properties=species:S:1:pos:R:3:forces:R:3
C 1.2428 1.7842 -1.5056 -0.02 -0.10 -0.03
C -1.6374 0.7544 3.3723 0.06 -0.06 -0.14
O 1.5054 0.4005 -1.3590 -0.25 -0.36 -0.38
O -1.8036 -0.3209 2.4247 0.03 0.26 -0.25
H -2.1820 0.4451 4.2606 0.03 0.01 -0.06
H 1.5575 2.1394 -2.4907 -0.05 -0.04 0.06
H 1.8395 2.2599 -0.7269 -0.02 -0.03 -0.03
H 0.1866 2.0010 -1.3299 0.04 0.00 -0.05
H -0.5808 0.9027 3.5959 -0.06 -0.03 -0.02
H -2.0556 1.6775 2.9718 0.01 -0.07 0.02
C 1.2556 -1.5640 -2.5066 0.03 0.08 0.06
C -0.8499 -1.3471 0.4431 -0.61 -0.28 0.09
C -1.0716 -0.2805 1.3265 0.55 -0.71 0.44
O 0.7045 -0.2660 -2.3890 0.29 0.36 0.36
O -0.2745 0.7186 1.0904 0.22 -0.52 -0.89
H 2.2921 -1.5224 -2.8528 -0.06 0.01 0.02
H 1.1940 -2.1011 -1.5566 0.00 0.04 -0.03
H 0.6330 -2.0599 -3.2527 0.03 0.03 0.04
H 0.2115 -0.1588 0.3543 -0.26 1.25 0.81
H -1.0456 -1.1077 -0.5977 0.14 0.14 -0.05
H -1.1215 -2.3549 0.7278 -0.10 0.01 0.04
```
Forces are in eV/Å.

Results
HOMO-LUMO gap = 9.10 eV
net charge = 0
HOMO level = -0.300 Eh
calculated total energy = -13563.3947 eV
lowest unoccupied orbital energy = 0.9 eV